Below is 6 unconnected molecules or ions with the total composition C11H34B3FN10O9, with properties calculated with ωB97M-V/def2-TZVPD.

Last column: Mulliken charge in e.
Element x y z (Å)
C1 4.47 -0.78 0.62  -1.451
C2 3.48 0.27 0.12  1.101
O1 4.20 1.47 -0.18  -0.590
C3 2.35 0.60 1.13  -0.944
B1 0.91 0.30 0.63  0.108
O2 -0.21 0.99 1.14  -0.261
B2 -1.41 0.49 0.66  0.524
O3 -1.52 0.25 -0.68  -0.566
B3 -0.40 -0.37 -1.24  0.577
C4 -0.28 -0.61 -2.78  -0.581
C5 -0.09 -2.07 -3.20  0.783
C6 0.85 -2.29 -4.37  -1.399
F1 0.40 -2.80 -2.10  -0.389
O4 0.62 -0.64 -0.34  -0.274
H1 4.29 -1.09 1.66  0.316
H2 5.48 -0.37 0.56  0.368
H3 4.44 -1.69 0.01  0.295
H4 3.03 -0.10 -0.80  -0.074
H5 3.98 1.77 -1.07  0.255
H6 2.51 0.05 2.06  0.311
H7 2.43 1.66 1.41  0.304
H8 -2.28 0.21 1.42  -0.101
H9 0.56 0.00 -3.15  0.298
H10 -1.18 -0.24 -3.27  0.032
H11 -1.07 -2.49 -3.42  0.289
H12 1.73 -2.83 -4.01  0.442
H13 0.39 -2.88 -5.16  0.241
H14 1.19 -1.35 -4.81  0.333
N1 -2.93 0.37 -6.37  -0.380
C7 -2.82 -0.98 -6.18  0.631
N2 -3.83 -1.73 -6.70  -0.419
O5 -1.88 -1.47 -5.58  -0.580
H15 -3.69 0.80 -6.87  0.165
H16 -2.18 0.95 -6.02  0.218
H17 -3.78 -2.72 -6.57  0.218
H18 -4.61 -1.34 -7.20  0.157
N3 5.89 5.06 -2.05  -0.408
C8 4.73 4.47 -2.46  0.722
N4 3.58 5.12 -2.10  -0.392
O6 4.72 3.43 -3.10  -0.646
H19 5.92 5.91 -1.51  0.160
H20 6.75 4.61 -2.30  0.218
H21 2.71 4.71 -2.39  0.211
H22 3.57 5.97 -1.56  0.159
N5 -3.10 4.78 1.78  -0.343
C9 -3.31 4.51 3.11  0.635
N6 -2.43 3.61 3.66  -0.329
O7 -4.21 5.02 3.75  -0.639
H23 -2.36 4.37 1.25  0.162
H24 -3.73 5.42 1.35  0.205
H25 -2.55 3.40 4.63  0.193
H26 -1.68 3.19 3.15  0.149
N7 -1.73 -0.36 4.19  -0.279
C10 -1.23 -1.44 4.85  0.749
N8 -0.05 -1.94 4.38  -0.325
O8 -1.81 -1.97 5.79  -0.747
H27 -1.26 0.08 3.42  0.079
H28 -2.61 -0.01 4.50  0.160
H29 0.34 -2.73 4.86  0.247
H30 0.42 -1.59 3.57  0.141
N9 -1.78 -4.64 4.38  -0.244
C11 -2.41 -5.81 4.69  0.496
N10 -3.18 -5.76 5.82  -0.345
O9 -2.30 -6.82 4.02  -0.658
H31 -1.89 -3.81 4.95  0.183
H32 -1.21 -4.62 3.56  0.149
H33 -3.66 -6.59 6.09  0.197
H34 -3.27 -4.93 6.38  0.183

Output
* Kohn-Sham gap: 9.35 eV

---

Below is a molecular structure, C11H34Ba2F3NO9, with properties calculated with ωB97M-V/def2-TZVPD.

Last column: Mulliken charge in e.
Element x y z (Å)
N1 -0.16 -0.16 -2.83  -0.191
H1 -0.73 -0.43 -2.05  0.259
H2 -0.01 0.83 -2.86  0.320
H3 -0.62 -0.38 -3.71  0.406
H4 0.80 -0.48 -2.75  0.144
Ba1 -1.09 3.80 -1.05  1.510
Ba2 1.95 4.97 1.42  1.140
C1 3.28 -1.07 -1.43  0.549
O1 4.02 -0.21 -0.58  -0.332
O2 2.91 -0.31 -2.58  -0.999
C2 4.02 -2.50 -1.63  0.787
F1 3.12 -3.48 -1.50  -0.237
F2 4.67 -2.84 -2.78  -0.313
F3 4.95 -2.58 -0.75  -0.290
C3 4.12 -0.41 0.81  0.530
C4 5.40 0.33 1.23  -1.428
H5 5.70 0.17 2.27  0.409
H6 6.19 -0.13 0.64  0.403
H7 5.40 1.42 1.12  0.234
H8 4.22 -1.43 1.17  0.336
H9 3.40 0.16 1.40  -0.275
H10 2.38 -1.33 -0.86  -0.255
O3 -2.00 0.92 -0.47  -0.816
C5 -1.16 0.62 0.66  -0.436
C6 0.33 1.11 0.74  0.012
O4 0.75 2.48 0.61  -0.907
H11 -1.04 -0.46 0.76  0.203
H12 -1.73 1.01 1.50  -0.062
H13 0.94 0.64 -0.03  -0.006
H14 0.83 0.72 1.63  0.176
C7 -4.48 -2.32 -0.52  -0.624
O5 -3.89 -1.48 0.51  -0.463
H15 -3.91 -3.25 -0.47  0.240
H16 -5.56 -2.42 -0.40  0.272
H17 -4.21 -1.91 -1.49  0.217
H18 -3.10 -1.08 0.13  0.226
C8 -4.57 2.86 -2.46  -0.641
O6 -3.24 2.65 -2.28  -0.434
H19 -4.81 3.38 -3.39  0.283
H20 -5.04 1.88 -2.59  0.252
H21 -4.99 3.42 -1.63  0.284
H22 -3.06 1.90 -1.70  0.458
C9 0.30 -3.83 -0.61  -0.345
O7 -1.01 -4.38 -0.39  -0.510
H23 0.70 -3.82 -1.62  0.345
H24 0.09 -2.77 -0.49  -0.086
H25 1.01 -4.30 0.07  0.318
H26 -0.97 -5.29 -0.67  0.284
C10 3.31 2.05 3.75  -0.657
O8 2.29 2.71 3.07  -0.421
H27 3.53 2.58 4.68  0.315
H28 3.00 1.02 3.91  0.276
H29 4.14 2.26 3.09  0.229
H30 1.86 2.09 2.46  0.304
C11 -4.88 1.26 2.20  -0.531
O9 -4.80 1.38 0.78  -0.502
H31 -3.89 1.50 2.58  0.207
H32 -5.73 1.74 2.68  0.276
H33 -4.95 0.17 2.29  0.219
H34 -3.98 1.04 0.43  0.338

Output
* Kohn-Sham gap (spin up / spin down): 5.09 / 4.90 eV
* charge: +1
* <S²>: 0.750
* multiplicity: 2

---

Below is 5 unconnected molecules or ions with the total composition C11H34N8O5, with properties calculated with ωB97M-V/def2-TZVPD.

Last column: Mulliken charge in e.
Element x y z (Å)
C1 -0.10 3.31 2.35  -1.394
C2 -1.20 2.33 1.98  0.621
C3 -0.91 1.63 0.58  -0.488
O1 -1.82 0.66 0.13  -0.309
C4 -1.29 -0.05 -1.05  -0.447
N1 -1.35 1.35 3.06  -0.069
H1 -0.18 4.36 2.07  0.355
H2 0.78 3.00 1.78  0.290
H3 0.28 3.26 3.37  0.381
H4 -2.18 2.79 1.91  0.466
H5 0.15 1.37 0.49  -0.028
H6 -0.89 2.43 -0.16  0.528
H7 -1.24 0.67 -1.86  0.307
H8 -1.93 -0.86 -1.40  0.312
H9 -0.28 -0.41 -0.88  0.017
H10 -0.44 0.92 3.06  0.295
H11 -2.02 0.69 2.69  0.203
C5 0.60 3.40 -3.54  -1.237
C6 2.04 3.46 -3.46  0.228
C7 2.57 2.74 -2.16  -0.637
O2 2.16 1.36 -2.15  -0.275
C8 2.55 0.62 -1.04  -0.544
N2 2.55 2.78 -4.66  -0.771
H12 0.29 2.37 -3.69  0.289
H13 0.17 4.06 -4.30  0.404
H14 0.24 3.88 -2.63  0.250
H15 2.17 4.54 -3.36  0.329
H16 2.04 3.17 -1.31  0.327
H17 3.66 2.77 -2.08  0.403
H18 2.19 -0.41 -1.07  0.012
H19 2.24 1.18 -0.15  0.253
H20 3.63 0.71 -1.04  0.454
H21 2.08 3.13 -5.48  0.300
H22 2.25 1.82 -4.53  0.275
C9 -4.00 -1.39 2.98  0.574
O3 -3.04 -0.83 2.47  -0.704
N3 -5.12 -0.79 3.36  -0.436
N4 -4.15 -2.67 2.99  -0.383
H23 -5.35 0.16 3.08  0.214
H24 -5.70 -1.37 3.95  0.163
H25 -3.44 -3.35 2.75  0.210
H26 -5.04 -3.07 3.25  0.148
C10 1.08 -1.44 1.74  0.733
O4 1.48 -0.47 2.35  -0.718
N5 -0.13 -1.80 1.64  -0.117
N6 1.93 -2.26 1.16  -0.287
H27 -0.81 -1.11 1.94  -0.107
H28 -0.46 -2.58 1.09  0.274
H29 1.45 -3.04 0.74  0.175
H30 2.91 -2.04 1.03  0.220
C11 0.87 -4.86 -0.67  0.773
O5 0.26 -4.30 0.22  -0.795
N7 1.30 -6.16 -0.51  -0.452
N8 1.35 -4.30 -1.70  -0.337
H31 0.88 -6.73 0.21  0.231
H32 1.90 -6.49 -1.25  0.141
H33 0.98 -3.41 -2.01  0.202
H34 2.04 -4.75 -2.28  0.177

Output
* Kohn-Sham gap (spin up / spin down): 9.12 / 3.69 eV
* charge: +1
* energy relative to the best compared isomer or geometry (same formula, charge and spin): 0.00 kcal per mole
* <S²>: 0.755
* multiplicity: 2

---

Below is a molecular structure, C11H35Al2BCl2F4N4O5, with properties calculated with ωB97M-V/def2-TZVPD.

Last column: Mulliken charge in e.
Element x y z (Å)
C1 -4.50 -2.70 -2.10  -1.106
C2 -3.47 -1.62 -2.58  0.580
O1 -3.83 -0.87 -3.53  -0.609
N1 -2.11 -1.42 -2.06  0.257
C3 -1.35 -2.69 -1.89  -0.851
B1 -2.04 -0.50 -0.88  0.127
C4 -2.85 -0.98 0.50  -0.211
C5 -2.03 -1.96 1.43  -0.337
O2 -1.10 -1.17 2.16  -0.372
H1 -4.96 -3.30 -2.94  0.345
H2 -5.33 -2.13 -1.58  0.334
H3 -4.06 -3.38 -1.30  0.323
H4 -0.58 -2.62 -1.06  0.376
H5 -0.73 -2.85 -2.84  0.194
H6 -1.98 -3.62 -1.78  0.346
H7 -2.38 0.62 -1.17  -0.251
H8 -0.88 -0.41 -0.56  -0.023
H9 -3.03 -0.03 1.11  0.249
H10 -3.88 -1.42 0.33  0.321
H11 -1.55 -2.83 0.91  0.244
H12 -2.75 -2.40 2.20  0.368
H13 -0.18 -1.40 1.94  0.335
N2 -1.37 -1.03 -5.15  -0.336
H14 -2.12 -0.85 -5.83  0.485
H15 -1.80 -1.18 -4.22  -0.158
H16 -0.85 -1.87 -5.43  0.502
H17 -0.74 -0.23 -5.10  0.441
O3 0.05 1.64 -1.11  -0.593
H18 0.83 2.18 -1.29  0.267
H19 -0.65 2.02 -1.65  0.234
Al1 0.11 -0.12 -7.17  1.037
C6 -2.86 3.92 -0.80  0.777
O4 -2.41 3.40 -1.83  -0.713
N3 -3.65 3.24 0.07  -0.345
N4 -2.61 5.20 -0.46  -0.402
H20 -4.03 3.64 0.90  0.186
H21 -3.86 2.28 -0.15  0.152
H22 -2.03 5.74 -1.09  0.224
H23 -2.97 5.64 0.36  0.164
F1 1.86 -0.15 1.53  -0.422
Al2 2.75 1.38 1.39  0.680
F2 3.84 1.29 0.01  -0.464
F3 3.67 1.66 2.86  -0.332
F4 1.61 2.70 1.15  -0.435
C7 -1.61 -2.89 -10.04  0.027
Cl1 -0.49 -4.17 -9.57  -0.119
Cl2 -1.52 -2.56 -11.77  -0.091
H24 -2.63 -3.21 -9.80  0.310
H25 -1.37 -1.98 -9.49  -0.125
C8 5.45 1.77 8.31  -1.008
C9 5.59 0.36 7.77  -0.234
O5 4.58 0.00 6.84  -0.318
C10 4.51 0.77 5.65  -0.102
C11 5.77 0.69 4.80  -1.007
H26 4.44 1.93 8.69  0.302
H27 6.16 1.94 9.11  0.382
H28 5.62 2.52 7.53  0.276
H29 5.51 -0.35 8.59  0.332
H30 6.58 0.20 7.33  0.302
H31 4.26 1.81 5.89  0.274
H32 3.67 0.37 5.08  0.230
H33 6.62 1.17 5.30  0.295
H34 5.62 1.18 3.85  0.393
H35 6.05 -0.36 4.63  0.289

Output
* Kohn-Sham gap: 1.44 eV
* charge: +2

---

Q: Which formula does entry 2 have?
A: C11H34Ba2F3NO9

---

Q: What is the formula in the first record?
A: C11H34B3FN10O9